1.
Below is a molecular structure, C23H20CrN4O2S3Se2, with properties calculated with ωB97M-V/def2-TZVPD.

**Kohn-Sham gap (alpha / beta)**: 4.66 / 4.96 eV
**Relative energy (zero: lowest compared OMol25 entry of this formula, charge and spin)**: 69.1 kJ/mol
**LUMO energy (alpha / beta)**: 3.783 / 3.781 eV

Structure (ORCA input):
```
! wB97M-V def2-TZVPD RIJCOSX def2/J DEFGRID3
* xyz -2 5
Cr 0.4172 0.2015 -0.6270
O -2.1596 -4.2511 -2.7437
C -1.3818 -4.7556 -1.6548
C -0.5884 -3.6355 -0.9749
C 0.0282 -4.3251 0.2642
O 1.1110 -3.6494 0.8565
C 0.5426 -3.1754 -1.9425
Se 0.5929 -1.3479 -2.6847
C -1.5882 -2.5530 -0.5366
Se -1.0515 -1.4023 0.9892
H -2.4585 -5.0033 -3.2598
H -0.6785 -5.5141 -2.0218
H -2.0468 -5.2290 -0.9171
H 0.4098 -5.3127 -0.0258
H -0.7768 -4.4784 0.9977
H 0.7617 -2.7693 1.1019
H 0.5011 -3.7997 -2.8362
H 1.5004 -3.3472 -1.4560
H -2.5171 -3.0465 -0.2387
H -1.8065 -1.9163 -1.3921
S 0.4933 2.5578 0.2151
C 1.9455 2.7386 1.1721
C 1.7951 3.0838 2.5260
C 2.8689 3.3353 3.3611
C 2.6262 3.7149 4.7281
N 2.4179 4.0300 5.8155
C 4.1755 3.2427 2.8553
C 4.3472 2.8838 1.5292
C 3.2709 2.6298 0.6708
S 3.6466 2.1536 -0.9655
C 5.3225 3.5108 3.6777
N 6.2442 3.7393 4.3293
H 0.7910 3.1584 2.9213
H 5.3473 2.7825 1.1301
N -1.3674 0.8439 -1.3318
C -2.4095 1.2894 -1.4879
C -3.7215 1.8695 -1.5708
C -4.4535 1.9910 -0.3927
C -5.7195 2.5526 -0.4442
C -6.2425 2.9837 -1.6561
C -5.5056 2.8557 -2.8260
C -4.2382 2.2954 -2.7884
H -4.0174 1.6439 0.5347
H -6.2957 2.6532 0.4661
H -7.2319 3.4229 -1.6901
H -5.9150 3.1918 -3.7697
H -3.6482 2.1854 -3.6879
S 4.8403 -0.6385 0.1448
C 3.9459 -0.8132 1.6430
C 2.6483 -0.5291 1.4258
N 2.2906 -0.1807 0.1511
C 3.3819 0.0251 -0.6404
H 4.4149 -1.0977 2.5684
H 1.8709 -0.5721 2.1776
H 3.2700 -0.2234 -1.6894
*
```

---

2.
Below is 12 unconnected molecules or ions with the total composition C70H112N12O12 in a non-equilibrium geometry, with properties calculated with ωB97M-V/def2-TZVPD.

**Kohn-Sham gap**: 0.67 eV
**LUMO energy**: -9.041 eV

Structure (ORCA input):
```
! wB97M-V def2-TZVPD RIJCOSX def2/J DEFGRID3
* xyz 4 1
C -4.2828 -13.4665 4.5822
C -4.0703 -12.2342 3.5733
C -5.4256 -11.8450 2.8501
C -5.5494 -10.3963 2.4033
C -5.2932 -9.4845 3.6169
C -3.8872 -9.6518 4.2225
N -3.5878 -11.1093 4.4302
O -2.4771 -11.4689 5.1986
C -3.9331 -8.9916 5.6892
C -2.8043 -8.9291 3.3578
C -2.9893 -12.4957 2.5145
H -3.5700 -13.3961 5.4038
H -4.0870 -14.4146 4.0811
H -5.2804 -13.6853 4.9629
H -6.2770 -12.1757 3.4449
H -5.7451 -12.4727 2.0183
H -6.5696 -10.4282 2.0210
H -4.8755 -10.0353 1.6263
H -6.0475 -9.7455 4.3592
H -5.5412 -8.4465 3.3951
H -4.2595 -7.9522 5.6535
H -2.9515 -8.9953 6.1629
H -4.6221 -9.5226 6.3461
H -1.8093 -9.0398 3.7889
H -2.9070 -7.8457 3.2962
H -2.8934 -9.1939 2.3042
H -2.1438 -12.9389 3.0407
H -2.5451 -11.5306 2.2710
H -3.4168 -12.9714 1.6319
C 9.1548 2.0822 5.4818
C 8.1631 0.7898 5.7172
C 8.9039 -0.3951 6.4379
C 9.2404 -0.1003 7.8897
C 8.0524 0.3956 8.7176
C 7.2806 1.4854 8.0931
N 6.9837 1.2135 6.6286
O 5.9975 1.8488 5.9185
C 8.0404 2.8250 8.3107
C 5.8732 1.5563 8.7668
C 7.6182 0.1673 4.3618
H 9.8281 2.0567 4.6250
H 9.9144 2.1287 6.2621
H 8.5852 3.0116 5.4904
H 9.8159 -0.6503 5.8981
H 8.2679 -1.2798 6.4070
H 9.9909 0.6766 8.0357
H 9.5965 -0.9890 8.4108
H 8.3272 0.6165 9.7490
H 7.5060 -0.5461 8.7696
H 9.1164 2.6519 8.2897
H 7.8145 3.2032 9.3077
H 7.7780 3.5488 7.5391
H 5.2675 2.4343 8.5426
H 6.0972 1.5191 9.8329
H 5.1720 0.7264 8.6781
H 7.3457 0.9261 3.6283
H 6.7026 -0.4224 4.4070
H 8.2892 -0.6255 4.0311
C -2.2811 7.9066 2.4229
N -3.2696 6.7675 2.4644
C -3.3289 6.0179 3.5140
C -4.0763 4.7750 3.4694
C -4.7335 4.3958 2.3886
C -4.5948 5.2503 1.3023
C -3.8719 6.3649 1.3605
C -5.3331 3.0452 2.2517
C -5.2244 2.3877 1.0205
C -5.8174 1.1401 0.9037
N -6.4742 0.5104 1.9860
C -6.4989 1.0597 3.1884
C -5.9628 2.4028 3.2946
C -7.0963 -0.7876 1.8262
H -2.8408 8.8398 2.3597
H -1.6139 7.6609 1.5967
H -1.7354 7.8562 3.3651
H -2.8997 6.4495 4.4062
H -4.0450 4.1974 4.3814
H -5.0956 5.0217 0.3731
H -3.6070 6.9367 0.4834
H -4.6766 2.8612 0.2191
H -5.8998 0.6086 -0.0329
H -6.9084 0.5294 4.0354
H -5.9978 2.8026 4.2972
H -6.1285 -1.2889 1.8155
H -7.5140 -0.9255 0.8289
H -7.7760 -1.1387 2.6025
C -3.4282 15.5711 -12.3316
N -2.5854 14.5301 -11.6336
C -3.1240 13.3142 -11.5566
C -2.4214 12.2626 -11.1080
C -1.3084 12.5548 -10.2941
C -0.7144 13.7625 -10.4788
C -1.3692 14.8108 -11.1797
C -0.6783 11.4752 -9.3918
C 0.6809 11.0937 -9.5082
C 1.2574 10.1994 -8.6205
N 0.5341 9.7167 -7.6279
C -0.7948 10.0434 -7.4308
C -1.3692 11.0119 -8.2536
C 1.1411 8.6741 -6.7270
H -4.4416 15.4310 -11.9555
H -3.5480 15.3249 -13.3866
H -3.0403 16.5758 -12.1638
H -4.1005 13.2953 -12.0176
H -2.8154 11.2597 -11.1812
H 0.2560 14.0501 -10.1019
H -1.0089 15.7799 -11.4920
H 1.3289 11.4405 -10.2995
H 2.2164 9.7159 -8.7338
H -1.3125 9.5719 -6.6085
H -2.4332 11.1858 -8.1907
H 1.9371 9.0127 -6.0638
H 1.5896 7.8427 -7.2708
H 0.2873 8.3280 -6.1446
C 1.9336 -11.1875 -2.6528
C 1.3477 -10.0840 -3.5669
N 1.9610 -8.8163 -3.2710
C 3.2895 -8.3664 -3.5576
C 3.5728 -7.1945 -2.8478
N 2.3192 -6.7969 -2.3646
C 1.3640 -7.7809 -2.6607
C 2.0714 -5.4698 -1.7729
H 1.9627 -10.8833 -1.6065
H 2.9136 -11.5246 -2.9903
H 1.1837 -11.9779 -2.6210
H 0.3293 -10.0322 -3.1817
H 1.4184 -10.2386 -4.6436
H 3.8849 -9.0091 -4.1891
H 4.3603 -6.4558 -2.8698
H 0.4199 -7.9317 -2.1584
H 2.7565 -4.6969 -2.1213
H 2.2940 -5.6708 -0.7250
H 1.0280 -5.1789 -1.8949
C 2.2580 2.2388 -0.6185
C 1.4740 2.8021 0.6678
N 0.7506 1.7353 1.3187
C 0.1229 0.6820 0.7669
C -0.6084 -0.0184 1.7672
N -0.3063 0.5308 2.9684
C 0.4548 1.6666 2.6927
C -0.7989 0.1036 4.2687
H 2.6881 1.2766 -0.3404
H 2.9904 2.9541 -0.9926
H 1.6533 1.9039 -1.4613
H 0.7429 3.5666 0.4049
H 2.1524 3.2615 1.3867
H 0.0670 0.6339 -0.3106
H -1.0505 -1.0026 1.7189
H 0.6513 2.4859 3.3685
H -1.4872 -0.7415 4.2664
H -1.2224 0.9692 4.7781
H 0.1383 -0.2894 4.6630
C 2.2052 -5.4153 -10.4746
C 1.8208 -5.1963 -9.0320
N 1.7049 -3.8170 -8.7737
C 2.4085 -3.1132 -7.7651
C 1.9192 -1.8177 -7.8627
N 0.8480 -1.7806 -8.7739
C 0.7551 -3.0501 -9.3424
C 0.1633 -0.6667 -9.3692
H 1.4848 -5.1040 -11.2311
H 2.3471 -6.4769 -10.6771
H 3.2387 -5.1859 -10.7343
H 2.5857 -5.5760 -8.3545
H 0.8736 -5.7004 -8.8401
H 3.1078 -3.5194 -7.0494
H 2.1949 -0.9560 -7.2729
H 0.0592 -3.4246 -10.0785
H 0.4147 -0.4814 -10.4136
H 0.4170 0.2186 -8.7863
H -0.9093 -0.8468 -9.4410
C 5.7118 7.8642 3.4439
C 4.4069 8.0672 4.2408
O 4.0740 9.2142 4.6342
O 3.6473 7.0608 4.3055
H 5.5661 7.9121 2.3647
H 6.3433 7.0770 3.8557
H 6.3168 8.7364 3.6920
C -4.3256 -4.1523 -4.0514
C -4.0971 -4.9806 -2.8019
O -4.3562 -6.1764 -3.0145
O -3.7256 -4.4049 -1.7364
H -5.1948 -4.5810 -4.5503
H -3.3938 -4.0493 -4.6074
H -4.4978 -3.1322 -3.7082
C -2.2811 4.4769 10.4681
C -3.6854 3.8875 10.6697
O -4.0352 3.5719 11.8639
O -4.3746 3.4940 9.7074
H -1.5563 3.6907 10.6793
H -2.2171 5.4248 11.0024
H -2.2238 4.8724 9.4540
C -4.3950 2.1524 -5.2284
C -3.6496 3.3854 -4.6367
O -4.1477 4.5695 -4.6175
O -2.5163 3.1181 -4.2391
H -4.4240 2.2009 -6.3170
H -5.4048 2.0783 -4.8248
H -3.8864 1.1961 -5.1057
C 2.0878 -4.7214 7.7373
C 3.0772 -4.2969 6.6276
O 2.8630 -4.7269 5.4636
O 3.8855 -3.3916 6.9016
H 2.6486 -4.8352 8.6650
H 1.4644 -5.6063 7.6091
H 1.2607 -4.0224 7.8613
*
```

---

3.
Below is a single C21H20N4O4 molecule in a non-equilibrium geometry, with properties calculated with ωB97M-V/def2-TZVPD.

**Kohn-Sham gap**: 8.95 eV
**Relative energy (zero: lowest compared OMol25 entry of this formula, charge and spin)**: 467.7 kJ/mol
**LUMO energy**: 0.060 eV

Structure (ORCA input):
```
! wB97M-V def2-TZVPD RIJCOSX def2/J DEFGRID3
* xyz 0 1
N 6.6925 -3.5052 -0.8617
C 5.6046 -3.5190 -1.0390
C 4.2443 -3.4829 -1.4902
C 3.5999 -4.5344 -2.1268
N 2.4078 -4.0533 -2.5414
C 2.2396 -2.7947 -1.9914
C 1.0382 -1.8867 -2.1457
O 0.0750 -2.5215 -2.5159
N 0.9814 -0.6935 -1.4454
C -0.2906 -0.0581 -1.0352
C -1.6257 -0.4380 -1.4869
C -2.7839 0.0481 -0.8604
C -2.7181 0.9965 0.1821
C -4.0269 1.3284 1.0066
C -4.5245 -0.0113 1.6344
O -5.8888 -0.2802 1.4041
C -6.7802 0.6777 1.1069
O -7.8594 0.5777 1.5078
O -6.3306 1.8403 0.6657
C -5.0872 1.7547 -0.0343
C -1.4730 1.4484 0.5536
C -0.2000 1.0092 -0.0476
C 1.0503 1.4138 0.4725
C 1.9363 2.3517 -0.1123
C 3.3361 2.7303 0.4106
C 3.6420 2.0917 1.7526
C 3.0627 0.6386 1.7010
C 1.5722 0.6918 1.6866
N 3.2961 -2.4617 -1.2963
H 4.0237 -5.5710 -2.3340
H 1.7145 -4.4597 -3.2348
H 1.8027 -0.2370 -1.1846
H -1.7862 -1.2045 -2.2287
H -3.6998 -0.4033 -1.1665
H -3.7954 2.0473 1.7413
H -4.2074 0.0096 2.7214
H -3.9878 -0.8000 1.2068
H -5.2301 1.0818 -0.9055
H -4.8489 2.7250 -0.3306
H -1.3366 2.1894 1.3258
H 1.5872 2.9010 -1.0851
H 3.3320 3.8486 0.4450
H 4.1127 2.4642 -0.2857
H 4.6941 2.1049 1.8828
H 3.2438 2.6875 2.5644
H 3.5342 0.1636 0.8983
H 3.3150 0.1166 2.6152
H 1.2423 1.3136 2.6138
H 1.1003 -0.3362 1.6867
*
```

---

4.
Below is a molecular structure, C28H16Cl5IrN5O4Se, with properties calculated with ωB97M-V/def2-TZVPD.

**Kohn-Sham gap (alpha / beta)**: 7.83 / 4.55 eV
**Relative energy (zero: lowest compared OMol25 entry of this formula, charge and spin)**: 0.0 kJ/mol
**LUMO energy (alpha / beta)**: -6.431 / -9.703 eV

Structure (ORCA input):
```
! wB97M-V def2-TZVPD RIJCOSX def2/J DEFGRID3
* xyz 2 2
Ir -0.2389 0.3316 -0.6179
N -1.1451 1.5916 -2.0561
C -0.9384 2.9845 -1.6940
C -1.3130 4.0397 -2.4732
C -1.1140 5.3559 -2.0084
C -0.5782 5.5813 -0.7727
C -0.1925 4.4980 0.0529
C 0.3241 4.6482 1.3602
C 0.6353 3.5383 2.0913
C 0.4800 2.2628 1.5283
N 0.0245 2.0950 0.3001
C -0.3526 3.1922 -0.4400
H -0.7873 1.4160 -2.9920
H -2.1455 1.3909 -2.0859
H -1.7720 3.8735 -3.4407
H -1.4066 6.1867 -2.6349
H -0.4466 6.5913 -0.4069
H 0.4538 5.6415 1.7714
H 1.0128 3.6096 3.1014
H 0.6997 1.3594 2.0847
Se -2.5392 1.0929 1.9313
N -2.1334 0.2459 0.3888
C -3.2160 -0.4425 0.0060
C -3.3440 -1.2824 -1.1332
C -4.5368 -1.8931 -1.3605
C -5.6685 -1.7200 -0.5038
C -5.5928 -0.9381 0.5964
C -4.3585 -0.2751 0.8774
N -4.1819 0.5098 1.9222
H -2.5022 -1.4669 -1.7771
H -4.6400 -2.5518 -2.2133
H -6.5855 -2.2386 -0.7464
H -6.4241 -0.7997 1.2733
Cl 3.1346 1.4270 0.1791
C 2.8459 0.5144 -1.2290
C 1.5117 0.1221 -1.5535
C 1.3813 -0.8171 -2.5910
Cl -0.2080 -1.5005 -2.6763
C 2.3957 -1.2426 -3.3962
Cl 2.1485 -2.3565 -4.6415
C 3.7067 -0.7187 -3.1243
Cl 4.9826 -1.1799 -4.0908
C 3.9182 0.1418 -2.0133
Cl 5.4946 0.6611 -1.6556
O 0.0067 -0.4101 2.5377
C 0.5316 -1.2341 1.8076
O 0.5463 -1.1198 0.4946
C 1.2783 -2.4224 2.2898
C 1.1734 -2.8297 3.6170
C 1.9064 -3.9164 4.0690
C 2.7660 -4.5885 3.2101
C 2.8650 -4.1488 1.9022
C 2.1330 -3.0868 1.4211
N 3.7938 -4.8240 0.9716
O 3.9247 -4.3332 -0.1369
O 4.3570 -5.8156 1.3670
H 0.5152 -2.2900 4.2847
H 1.8170 -4.2412 5.0960
H 3.3553 -5.4319 3.5399
H 2.2421 -2.7873 0.3921
*
```

---

5.
Below is a molecular structure, C8H28AgN8O8 in a non-equilibrium geometry, with properties calculated with ωB97M-V/def2-TZVPD.

**Kohn-Sham gap (alpha / beta)**: 10.81 / 6.26 eV
**LUMO energy (alpha / beta)**: -4.509 / -9.049 eV

Structure (ORCA input):
```
! wB97M-V def2-TZVPD RIJCOSX def2/J DEFGRID3
* xyz 2 2
Ag -25.3512 11.4161 -1.3491
C -26.5605 14.4204 -2.1157
C -25.6191 14.6908 -0.9681
O -24.3633 14.0889 -1.2480
O -26.8211 12.9751 -2.1434
H -26.2346 14.8216 -3.0741
H -27.5648 14.7950 -1.9023
H -26.0238 14.2622 -0.0547
H -25.4758 15.7603 -0.8282
H -23.6300 14.6974 -1.3538
H -27.4233 12.7700 -2.8667
C -27.9733 9.9805 0.1624
C -26.7873 9.1037 0.6509
O -25.7087 9.2279 -0.2880
O -27.4790 11.2731 -0.1988
H -28.6433 10.0587 1.0215
H -28.5198 9.4548 -0.6180
H -27.0837 8.0587 0.7027
H -26.5994 9.5246 1.6406
H -25.0975 8.5049 -0.1124
H -27.4766 11.7159 0.6591
C -21.9867 10.9849 -1.2017
O -23.1994 10.9422 -0.9492
N -21.4110 12.0753 -1.7413
N -21.1247 10.0404 -0.7198
H -20.4151 12.1431 -1.8255
H -22.0636 12.7804 -2.0376
H -21.4863 9.2046 -0.3024
H -20.1377 10.1855 -0.8133
C -24.7508 11.6587 2.1521
O -25.0457 12.0638 1.0199
N -23.6389 10.9257 2.4102
N -25.6529 11.7345 3.1874
H -22.8596 10.8209 1.7912
H -23.4855 10.8093 3.4001
H -25.4247 11.3573 4.0897
H -26.5000 12.2556 3.0829
C -23.8799 12.5218 -4.5039
O -24.2295 11.7749 -3.5756
N -24.7871 13.0571 -5.3733
N -22.6149 12.9351 -4.6713
H -25.7439 12.8177 -5.1890
H -24.5457 13.4369 -6.2695
H -22.3034 13.7060 -5.2344
H -21.8923 12.4548 -4.1666
C -26.5553 9.4800 -3.9475
O -26.3196 10.1426 -2.9161
N -25.8438 8.3612 -4.2279
N -27.3478 9.9432 -4.9100
H -24.9936 8.0764 -3.7830
H -26.2204 7.7189 -4.9044
H -27.6097 9.5241 -5.7873
H -28.0970 10.5433 -4.5883
*
```

---

6.
Below is a molecular structure, C3H2FHoO3 in a non-equilibrium geometry, with properties calculated with ωB97M-V/def2-TZVPD.

**Kohn-Sham gap (alpha / beta)**: 7.59 / 6.35 eV
**Relative energy (zero: lowest compared OMol25 entry of this formula, charge and spin)**: 0.0 kJ/mol
**LUMO energy (alpha / beta)**: -21.442 / -22.682 eV

Structure (ORCA input):
```
! wB97M-V def2-TZVPD RIJCOSX def2/J DEFGRID3
* xyz 4 5
C 1.0671 -1.8618 -0.5582
C 2.2306 -0.9472 -0.6203
O 1.6506 0.2635 -0.2171
C 0.3601 0.1394 -0.0600
O 0.0035 -1.2081 -0.2368
O -0.4169 0.9652 0.2896
Ho -2.5493 2.0884 0.9321
F 0.9559 -2.9568 -1.1370
H 2.7184 -0.8915 -1.6067
H 2.7214 -1.5792 0.2427
*
```

---

For reference, molar mass by record: 690.56 1313.74 392.42 934.91 472.23 269.97 g/mol.